22
Properties=species:S:1:pos:R:3:forces:R:3 method="wB97M-V/def2-TZVPD" gap_ha=0.3303 charge=0 energy_ev=-39810.5560 homo_ev=-8.4 lumo_energy_ev=0.55
C -1.421203 2.602900 1.498743 -0.06 -0.39 -0.02
C 0.267168 -1.842786 -1.888114 -0.08 0.33 -0.02
C 1.392953 -2.097874 0.342984 0.02 0.30 0.11
C -1.587007 1.093675 1.301371 -0.09 0.39 0.21
C 1.325521 -1.275251 -0.942381 0.18 0.23 0.07
N -1.334121 0.594971 -0.027845 3.72 -0.46 -1.18
Si 0.993939 0.566025 -0.592758 -3.96 -1.11 0.54
Cl 1.169335 1.689433 -2.262572 0.08 0.24 -0.34
Cl 2.088481 1.346590 0.908574 0.24 0.11 0.34
H -2.055066 3.149855 0.801232 -0.04 0.04 -0.05
H -1.707497 2.883397 2.509225 -0.01 0.12 0.15
H -0.389193 2.899958 1.332805 0.13 0.08 -0.03
H -0.725861 -1.682171 -1.472754 -0.11 -0.05 0.00
H 0.313014 -1.355870 -2.860534 -0.06 -0.02 -0.12
H 0.422871 -2.912572 -2.028647 0.04 -0.03 -0.01
H 0.436941 -2.075238 0.862097 -0.11 -0.03 0.09
H 2.160185 -1.714734 1.012564 0.04 -0.04 0.14
H 1.631187 -3.135081 0.113189 -0.01 -0.08 -0.04
H -0.941412 0.559466 2.003034 -0.11 -0.03 0.08
H -2.627074 0.823046 1.538694 0.11 -0.01 0.16
H 2.301948 -1.360360 -1.437843 -0.01 0.28 0.04
H -1.715109 1.242621 -0.711064 0.09 0.11 -0.11

=====

22
Properties=species:S:1:pos:R:3:forces:R:3 method="wB97M-V/def2-TZVPD" gap_ha=0.2864 charge=0 energy_ev=-39808.6488 homo_ev=-8.3 lumo_energy_ev=-0.52
C -0.776385 -1.586124 -0.445859 2.42 1.69 -1.46
C -0.629812 -1.157310 2.052125 -0.25 2.60 1.74
C -1.860350 0.507511 0.567018 -0.39 -1.20 -0.62
C 1.797989 1.914644 -2.122187 2.03 -0.05 3.15
C -0.677403 -0.521402 0.652025 -0.36 1.03 -0.03
N 0.976812 0.946404 -1.352365 -1.06 1.15 1.12
Si 0.952350 0.514978 0.299952 -0.16 -2.36 -0.98
Cl 2.545890 -2.467140 0.253284 -0.63 1.45 0.12
Cl 2.096024 1.431092 1.677018 -0.17 -0.07 -0.34
H -0.906192 -1.214596 -1.546322 0.33 -0.48 2.08
H 0.178639 -2.127762 -0.309675 -0.51 -0.31 -0.77
H -1.569480 -2.195706 -0.199447 -1.89 -1.49 0.42
H 0.204080 -1.837834 2.194497 0.07 -0.09 -0.12
H -1.601459 -1.658270 2.336543 0.96 0.57 -0.45
H -0.468130 -0.201469 2.805047 -0.47 -2.57 -1.42
H -2.904292 -0.056207 0.575604 2.19 1.30 0.04
H -1.755815 1.235110 1.362988 -0.48 0.06 0.37
H -1.720556 1.075013 -0.371088 -0.70 -0.25 0.20
H 1.348255 2.206786 -3.015891 -0.96 0.41 -1.29
H 2.096354 2.855084 -1.483000 -0.59 -1.74 -1.29
H 2.700578 1.330650 -2.350752 -0.01 0.65 -0.14
H -0.027093 1.006548 -1.579514 0.63 -0.29 -0.32

=====

27
Properties=species:S:1:pos:R:3:forces:R:3 method="wB97M-V/def2-TZVPD" s2=12.06 gap_ha="0.2285 / 0.1836" charge=+2 energy_ev=-69795.9621 multiplicity=7 homo_ev="-15.5 / -15.6" lumo_energy_ev="-9.29 / -10.62"
I 2.520707 -0.639534 -0.472780 -0.24 0.54 -1.15
I 0.462816 -0.627198 2.452263 -1.14 0.56 0.19
Eu -0.541254 1.150715 -0.446916 -0.53 -0.18 -0.27
P -0.725482 -2.029355 -0.518037 -1.23 -1.21 -0.88
C 0.211761 -3.477079 0.117539 0.46 0.58 0.31
C -2.391387 -2.612951 0.002152 0.14 0.67 0.21
H -1.421676 -1.867509 -2.825501 0.13 -0.31 -0.13
H -1.307189 -3.584504 -2.283019 0.19 0.32 -0.10
H 0.189608 -2.661553 -2.667383 -0.29 0.00 -0.16
C -0.827477 -2.596447 -2.261520 0.21 0.56 -0.04
H -3.128487 -1.880215 -0.343087 -0.12 -0.30 0.17
H -2.577489 -3.593783 -0.451473 -0.02 0.27 0.18
H -0.285487 -4.390870 -0.234430 0.13 0.32 0.08
H 0.220244 -3.453956 1.210876 0.09 -0.23 -0.16
H -2.406059 -2.692375 1.094600 -0.26 0.00 -0.17
H 1.236849 -3.436994 -0.262024 -0.12 -0.25 0.14
C 2.861980 -0.737621 1.956191 4.22 -0.07 2.98
O 3.805426 -0.697376 2.621080 -2.72 -0.09 -1.92
Cl -2.669640 1.142128 -1.821671 1.38 0.00 0.92
N 0.004210 5.566334 0.298889 0.42 -1.40 0.15
C 0.647540 4.390873 0.492237 0.87 2.20 0.44
N 1.847555 4.461208 1.116919 -1.01 -0.42 -0.50
O 0.169741 3.301214 0.079583 -0.56 -1.82 -0.29
H 0.411842 6.428256 0.628957 -0.27 0.00 -0.13
H -0.893108 5.559167 -0.159217 0.05 0.18 0.03
H 2.384451 3.619281 1.267632 -0.04 0.33 0.01
H 2.200004 5.360143 1.408140 0.21 -0.25 0.08

=====

24
Properties=species:S:1:pos:R:3:forces:R:3 method="wB97M-V/def2-TZVPD" gap_ha=0.1742 charge=-1 energy_ev=-27598.0518 homo_ev=-2.7 lumo_energy_ev=2.05
C -1.084424 1.307913 -0.404896 1.13 0.70 -0.79
C -0.300584 1.137813 0.900924 -1.30 -1.85 0.97
C -1.196944 0.510713 2.047984 -0.03 -0.58 0.21
O -1.489924 -0.905207 1.892864 -1.05 0.94 -0.67
C -2.790374 -1.112057 1.247594 0.80 -0.35 -0.24
N 0.955086 0.264093 0.728554 -1.13 0.33 0.83
H 0.843056 -0.722787 0.545224 -0.80 -0.38 -0.84
H 1.518136 0.704253 0.014884 1.52 0.65 -1.56
H 1.541376 0.208373 1.549074 0.20 0.73 0.54
H -1.973394 1.927323 -0.285896 -0.07 -0.24 0.45
H -1.315374 0.451663 -1.038616 0.04 -0.35 0.59
H -0.430514 1.917773 -1.028256 0.09 0.03 -0.31
H 0.075446 2.125063 1.169294 0.03 -0.17 0.27
H -2.145284 1.023743 2.207844 -0.11 0.43 -0.85
H -0.806904 0.616963 3.060244 0.95 -0.16 -0.14
H -3.618644 -0.588337 1.724864 0.26 0.38 0.23
H -3.074414 -2.164367 1.255404 0.55 -0.12 0.36
H -2.735994 -0.851927 0.190494 -0.03 0.28 0.06
Cl 3.092206 1.977893 -1.237296 -0.86 -0.17 0.66
O 2.649286 -0.794197 -3.606686 -0.38 1.00 -0.53
C 2.965396 -1.885487 -2.934186 0.44 -4.96 1.56
O 2.599136 -3.018027 -3.201256 -2.54 -2.03 -3.33
O 3.664276 -1.809697 -1.919466 1.94 3.21 2.50
H 3.059376 -0.321487 -2.878686 0.31 2.68 0.04

=====

22
Properties=species:S:1:pos:R:3:forces:R:3 method="wB97M-V/def2-TZVPD" s2=2.01 gap_ha="0.2122 / 0.2670" charge=0 energy_ev=-39527.1979 multiplicity=3 homo_ev="-5.2 / -9.1" lumo_energy_ev="0.62 / -1.83"
C -0.826348 4.010094 -1.078068 1.12 -3.58 -0.17
C 0.595940 2.195884 0.023854 3.57 -2.71 9.98
C -1.938898 -3.153382 -0.674417 1.62 0.08 0.16
C 0.246843 -2.814156 0.439321 3.21 -2.71 -1.07
C 0.016293 2.699946 -1.043544 -4.75 4.72 -8.48
N -0.557284 -2.563066 -0.733491 -0.09 1.70 0.28
P -0.313865 -0.842215 -1.234791 0.05 -2.93 -0.25
S -1.055841 -1.334627 -3.176356 -0.90 2.02 -0.38
Cl -1.840032 0.172252 -0.351200 -0.80 0.33 0.29
H -0.985355 4.104561 -2.132192 -0.75 0.74 -0.39
H -1.728022 3.851402 -0.476156 -0.18 0.16 -0.20
H -0.294487 4.824226 -0.675105 0.76 1.27 0.56
H 1.163637 1.275245 0.071173 0.11 0.24 -0.16
H 0.203418 2.562401 1.014241 0.47 -0.74 -0.85
H -1.666014 -0.070537 -3.430670 0.87 -1.52 0.27
H -2.493449 -2.798910 0.199447 0.17 -0.44 0.25
H -2.405082 -2.690049 -1.507043 -0.88 -0.24 -0.91
H -1.870815 -4.278653 -0.772296 -0.19 1.36 0.22
H 1.374355 -2.705677 0.256188 -1.44 0.33 -0.32
H 0.106675 -2.276043 1.314518 -1.06 1.31 1.69
H 0.271530 -3.897575 0.717543 -0.68 0.64 -0.25
H 0.221948 2.249123 -2.001803 -0.23 -0.05 -0.27

=====

22
Properties=species:S:1:pos:R:3:forces:R:3 method="wB97M-V/def2-TZVPD" s2=0.76 gap_ha="0.3046 / 0.2578" charge=+1 energy_ev=-56167.4666 multiplicity=2 homo_ev="-12.8 / -12.9" lumo_energy_ev="-4.52 / -5.85"
C -0.826371 -1.173574 -0.709300 0.94 0.14 -2.91
O -0.056944 -0.387762 -1.602718 -1.01 -1.75 2.03
C -0.534621 0.911898 -1.785093 -0.95 1.27 -0.60
C 0.566754 1.909376 -1.523153 0.60 0.48 0.04
O 1.779442 1.443464 -2.061193 -0.64 -0.34 -0.03
C 2.788392 2.419505 -2.082091 0.44 0.53 0.02
H -0.441192 -2.201010 -0.829383 0.12 0.45 0.61
H -1.892277 -1.192313 -1.013495 0.15 0.54 0.67
H -1.372481 1.120474 -1.088613 0.29 -0.04 -0.37
H -0.918650 1.045512 -2.814920 0.29 -0.40 0.36
H 0.668387 2.070058 -0.433664 0.08 0.03 -0.07
H 0.289686 2.876190 -1.983151 -0.04 -0.21 0.25
H 2.994554 2.803759 -1.067666 -0.03 -0.09 -0.24
H 3.699488 1.952795 -2.475837 -0.32 0.11 0.11
H 2.509499 3.270132 -2.728646 0.08 -0.23 0.17
Cu -0.561182 -0.562024 1.233117 -0.02 0.68 -1.04
O -0.619458 -2.293029 1.962010 0.41 -0.16 1.03
H 0.201862 -2.695838 2.267307 -0.29 -0.39 0.00
C -1.718436 -3.191397 1.769819 -0.34 -0.55 -0.26
H -1.702662 -3.957848 2.549751 -0.07 0.11 -0.27
H -2.649458 -2.618957 1.828565 0.31 -0.05 0.16
H -1.650030 -3.621741 0.763510 -0.01 -0.14 0.33

=====

21
Properties=species:S:1:pos:R:3:forces:R:3 method="wB97M-V/def2-TZVPD" gap_ha="0.2685 / 0.2816" charge=0 energy_ev=-18889.2359 homo_ev="-7.7 / -8.0" lumo_energy_ev="-0.35 / -0.32"
C -1.646735 -0.894728 -1.767410 -1.88 0.68 1.00
C 2.338437 0.837072 -0.080120 -2.67 2.12 3.18
C -1.207644 -0.569267 2.579970 1.34 1.21 0.68
C -0.394200 -0.129882 -1.641491 0.45 0.34 -2.33
C 0.836809 1.346967 -0.281444 1.73 -0.64 2.50
N -0.279162 0.399210 -0.361044 1.18 -0.27 3.50
F 1.173092 -1.254432 2.025739 -0.78 -0.47 -0.75
P -0.290869 -1.508386 1.301007 1.29 2.47 -0.71
H -2.010226 -0.821651 -2.767505 -0.99 0.53 -0.56
H -1.679968 -1.933316 -1.603924 1.03 -1.61 0.41
H -2.276444 -0.524344 -0.923548 -0.44 0.19 -1.25
H 2.471602 0.795228 1.036909 0.47 -0.10 -1.25
H 2.423897 -0.075010 -0.480932 0.57 -3.64 -1.45
H 2.999416 1.501733 -0.560655 0.89 0.91 -0.29
H -0.396617 -0.157074 3.342888 -1.87 -0.63 -1.68
H -1.935593 -1.154929 3.117306 -0.11 -0.51 0.21
H -1.779632 0.224388 2.071303 0.44 0.03 0.29
H 0.365802 -0.809291 -2.053795 0.85 0.47 0.20
H -0.425070 0.818563 -2.323213 -0.01 -1.63 0.69
H 0.773131 2.077597 0.576792 -0.83 -0.56 -1.10
H 0.939973 1.831553 -1.206833 -0.66 1.12 -1.29

=====

19
Properties=species:S:1:pos:R:3:forces:R:3 method="wB97M-V/def2-TZVPD" gap_ha=0.2019 charge=0 energy_ev=-6878.3272 homo_ev=-6.3 lumo_energy_ev=-0.77
C -1.925791 0.727695 -0.645389 -2.23 1.10 0.12
C -1.551066 -0.773478 -0.476021 -0.36 1.18 1.69
C -0.361235 -1.199537 0.228018 -0.15 1.87 0.28
C 0.441255 -0.199580 1.062987 -1.57 1.16 1.05
N 1.025990 0.890030 0.329285 -0.95 -0.48 0.00
C 1.649332 0.407869 -0.834220 1.97 -2.02 -2.30
H -1.149369 1.382026 -0.245675 0.58 -0.32 -0.47
H -2.178625 0.990571 -1.731806 0.43 -0.51 1.58
H -2.863919 1.127022 0.023054 1.87 -1.58 -1.67
H -2.199823 -1.540228 -0.906475 0.51 0.24 -0.37
H -1.738414 -0.834359 0.707026 -0.40 -0.77 -0.61
H 1.123217 -0.691845 1.763966 0.30 -0.57 -0.19
H -0.133588 -2.254190 0.184490 0.04 -0.26 0.13
H 3.148214 0.478047 2.073008 0.86 0.12 -0.36
H -0.396866 0.234028 1.827343 1.71 -0.72 -1.54
H 3.877844 0.527207 1.832787 -0.83 -0.11 0.34
H 2.384422 -0.494739 -0.686405 -0.97 0.60 0.31
H 2.360023 1.046773 -1.404194 -0.56 0.69 0.96
H 1.069988 0.021673 -1.754360 -0.25 0.38 1.05

=====

19
Properties=species:S:1:pos:R:3:forces:R:3 method="wB97M-V/def2-TZVPD" smiles=CCC[C@H](C)N gap_ha=0.3787 charge=0 energy_ev=-6885.8880 homo_ev=-9.2 lumo_energy_ev=1.14
C -1.370036 1.431155 1.226572 0.72 0.52 0.18
C -0.002363 0.832182 1.533985 -0.35 -0.86 0.37
C 0.326624 -0.470748 0.759753 -0.26 1.04 -0.08
C 0.039362 -0.437802 -0.741433 -0.26 -0.73 -0.19
C 0.159644 -1.859848 -1.337004 -0.31 0.56 0.09
N 0.879072 0.470600 -1.513063 0.33 0.46 0.02
H -1.476167 1.613823 0.160426 -0.33 -0.12 -0.07
H -2.142799 0.781578 1.628361 -0.30 0.06 -0.27
H -1.422317 2.413100 1.708650 -0.28 -0.18 0.06
H -0.037834 0.504663 2.585801 0.34 0.44 -0.13
H 0.784513 1.583422 1.441893 0.03 -0.08 -0.12
H -0.250487 -1.279882 1.211229 0.12 -0.15 0.00
H 1.392077 -0.622691 0.907630 0.20 -0.54 0.01
H -1.011452 -0.151529 -0.893515 0.28 0.18 0.04
H 0.396573 -1.800047 -2.397924 0.21 -0.03 -0.01
H 0.897669 -2.441220 -0.790340 0.19 -0.13 -0.15
H -0.800631 -2.368446 -1.281803 -0.01 -0.15 0.21
H 1.779770 0.055081 -1.721533 -0.05 -0.21 0.00
H 1.105823 1.323457 -1.006985 -0.28 -0.07 0.02

=====

19
Properties=species:S:1:pos:R:3:forces:R:3 method="wB97M-V/def2-TZVPD" smiles="C=CC.CCN" gap_ha=0.3820 charge=0 energy_ev=-6884.4937 homo_ev=-9.4 lumo_energy_ev=1.01
C 2.436255 -0.394011 0.592772 0.09 1.03 -0.18
C 2.525492 -0.833997 -0.647990 0.42 -1.71 -0.17
C 3.759821 -0.964655 -1.504223 0.28 1.92 0.17
H 1.603520 -0.629849 1.243583 -0.10 0.31 -0.14
H 3.166138 0.351932 0.908310 0.09 -0.50 0.47
H 1.751160 -1.468436 -1.065372 -0.39 -0.05 0.32
H 4.437907 -0.096029 -1.473007 -0.38 0.08 0.14
H 3.431578 -1.037181 -2.532290 0.35 -0.53 -0.31
H 4.413317 -1.757520 -1.150757 -0.38 -0.56 -0.30
C -3.655787 0.405081 -0.352409 -1.04 0.34 -0.61
C -2.492169 1.142091 0.312526 0.63 -0.16 -0.78
N -1.964448 0.583677 1.553892 -0.63 0.21 0.16
H -4.199136 -0.288455 0.288288 0.23 -0.04 0.29
H -3.417510 -0.132892 -1.271356 0.45 -0.18 0.19
H -4.422609 1.114386 -0.697568 0.15 0.02 0.19
H -2.744361 2.195024 0.435931 -0.12 -0.05 0.43
H -1.662754 1.171634 -0.400014 0.04 -0.03 0.04
H -1.612394 -0.352918 1.393371 -0.04 0.00 -0.01
H -2.754375 0.496674 2.192849 0.35 -0.11 0.09

=====

19
Properties=species:S:1:pos:R:3:forces:R:3 method="wB97M-V/def2-TZVPD" gap_ha=0.1950 charge=0 energy_ev=-6879.2714 homo_ev=-7.2 lumo_energy_ev=-1.88
C 1.192221 2.606642 -0.774838 -3.23 -2.79 -0.22
C 0.354361 1.498456 -1.091530 4.03 4.03 -1.03
C -0.288081 0.701296 -0.187187 -1.85 -4.11 1.63
C -1.061504 -0.455790 -0.669042 0.28 4.62 -4.26
C -0.095960 0.774871 1.305472 0.75 0.86 0.44
N -0.876040 -2.513192 0.719831 -2.24 -2.31 -0.91
H 1.383549 3.263940 -1.577654 0.75 0.57 -0.72
H 1.366800 2.964332 0.226831 0.14 -0.20 0.18
H 1.723893 -1.561856 0.031669 0.18 -0.23 -0.06
H 0.232852 1.327181 -2.160238 -0.21 -0.12 0.27
H 1.881942 -2.287094 -0.070964 -0.05 0.32 0.03
H -2.165543 -0.372325 -0.663620 0.50 -0.49 1.02
H -0.804713 -0.668733 -1.764456 -0.38 0.63 1.13
H -0.848363 -1.435177 -0.120294 0.80 -2.60 2.71
H 0.977498 1.048444 1.608202 -1.46 -0.22 -0.67
H -0.757889 1.574535 1.736708 0.44 -0.91 -0.12
H -0.292017 -0.232875 1.718171 -0.27 0.66 -0.04
H -1.472592 -3.265986 0.197029 1.51 1.83 1.26
H -0.450414 -2.966672 1.535909 0.30 0.46 -0.63

=====

19
Properties=species:S:1:pos:R:3:forces:R:3 method="wB97M-V/def2-TZVPD" gap_ha=0.1603 charge=0 energy_ev=-6875.9181 homo_ev=-6.2 lumo_energy_ev=-1.85
C -2.575795 0.953756 0.323260 0.30 -0.06 3.71
N 0.967156 -1.352644 -1.002972 -3.22 -0.49 4.03
C 2.093304 0.851778 -0.460494 -1.20 -0.97 -0.42
C 0.905233 0.672784 0.435558 0.54 0.18 1.42
C 0.036188 -0.418461 -0.190872 1.23 2.21 -2.82
C -0.955096 -0.946831 0.734821 -0.02 -1.70 -0.94
H -3.561327 0.559306 0.365232 -0.72 -0.49 -0.22
H -1.932009 0.151878 1.140942 -0.17 0.26 -3.22
H -2.432462 1.509638 1.264209 -0.69 1.11 -0.53
H -2.384777 1.577735 -0.541855 1.03 -0.79 -0.07
H 3.057884 0.896094 -0.008115 0.60 0.57 -0.06
H 1.880743 -0.636275 -0.778879 1.04 0.68 -1.29
H 1.758990 1.512932 -1.291735 1.15 -0.37 0.45
H 0.387714 1.664025 0.492215 -0.35 -0.77 0.12
H 1.113820 0.348034 1.481379 0.44 0.34 -0.47
H 0.308656 -2.084011 -1.356621 1.58 0.32 -0.48
H -1.445042 -1.887192 0.445502 -0.70 0.85 -0.08
H -0.270334 0.220660 -1.056305 -1.80 -0.70 0.55
H -0.852733 -0.892014 1.813575 0.94 -0.17 0.31

=====

- Which of these has the lowest charge?
  C5H13ClNO4